{
  "formula": "C39H78F3O28P7",
  "method": "ωB97M-V with the def2-TZVPD basis set",
  "species": ["C", "O", "P", "O", "O", "C", "O", "C", "H", "H", "H", "H", "H", "H", "H", "H", "H", "C", "O", "P", "O", "O", "C", "O", "C", "H", "H", "H", "H", "H", "H", "H", "H", "H", "C", "O", "P", "O", "O", "C", "O", "C", "H", "H", "H", "H", "H", "H", "H", "H", "H", "C", "O", "P", "O", "O", "C", "O", "C", "H", "H", "H", "H", "H", "H", "H", "H", "H", "C", "O", "P", "O", "O", "C", "O", "C", "H", "H", "H", "H", "H", "H", "H", "H", "H", "C", "O", "P", "O", "O", "C", "O", "C", "H", "H", "H", "H", "H", "H", "H", "H", "H", "C", "O", "P", "O", "O", "C", "O", "C", "H", "H", "H", "H", "H", "H", "H", "H", "H", "F", "C", "C", "C", "C", "C", "C", "H", "H", "H", "H", "H", "F", "C", "C", "C", "C", "C", "C", "H", "H", "H", "H", "H", "F", "C", "C", "C", "C", "C", "C", "H", "H", "H", "H", "H"],
  "xyz": [[3.281188, 1.479540, -1.673180], [3.678608, 2.214494, -2.900918], [4.852765, 3.315014, -2.768100], [4.984504, 3.952321, -1.421153], [6.127805, 2.464716, -3.145745], [7.361653, 3.261450, -3.327039], [4.525619, 4.260301, -4.059616], [3.925007, 5.590724, -3.912775], [2.357639, 2.007821, -1.354197], [4.017666, 1.513743, -0.857075], [2.971947, 0.521285, -2.034344], [7.258837, 4.140474, -3.925372], [8.016597, 2.613889, -3.919392], [7.754465, 3.460435, -2.333116], [2.871161, 5.479284, -3.725382], [3.988385, 5.877102, -4.932278], [4.503053, 6.251099, -3.242441], [-1.076174, 2.819101, 1.124408], [0.081574, 3.459163, 0.604509], [1.170936, 4.025067, 1.567202], [0.750212, 4.193151, 2.941320], [1.557456, 5.433841, 0.900196], [1.664050, 5.448375, -0.547733], [2.396374, 3.062591, 1.335753], [3.746286, 3.307729, 1.766567], [-1.539406, 3.500757, 1.900658], [-0.737898, 1.938726, 1.688700], [-1.647194, 2.412901, 0.267105], [1.694320, 6.533213, -0.735592], [0.789109, 5.002342, -1.070554], [2.576893, 5.013715, -0.891685], [3.773364, 3.378119, 2.854126], [4.259581, 4.152955, 1.267323], [4.266651, 2.396179, 1.418153], [-4.489158, -4.319390, 0.275583], [-4.116543, -5.058326, 1.414159], [-4.019433, -4.362793, 2.804907], [-3.783460, -2.906769, 2.911838], [-2.851871, -5.144833, 3.423600], [-3.124470, -6.542087, 3.809438], [-5.485830, -4.701935, 3.362812], [-5.987818, -3.753184, 4.317567], [-5.548746, -4.038879, 0.387218], [-4.387035, -4.957866, -0.631994], [-3.793270, -3.457313, 0.158786], [-3.322489, -6.413519, 4.875599], [-2.228342, -7.134077, 3.635955], [-4.041988, -6.868139, 3.265856], [-6.984210, -3.975334, 4.495116], [-5.863631, -2.740018, 4.056057], [-5.532492, -3.702948, 5.322259], [-4.286808, 3.531790, 2.345303], [-5.337794, 3.160390, 1.429375], [-5.081021, 2.006345, 0.427538], [-6.313401, 1.449193, -0.114276], [-4.091613, 2.560049, -0.662995], [-3.815514, 1.820476, -1.805001], [-4.250303, 0.999469, 1.252955], [-4.880720, 0.102429, 2.243859], [-4.702909, 4.142012, 3.068019], [-3.667091, 4.239386, 1.779633], [-3.620395, 2.692332, 2.563973], [-4.452905, 0.988938, -2.053679], [-2.834402, 1.384536, -1.751828], [-3.776748, 2.459794, -2.659049], [-5.940529, 0.405586, 2.230753], [-4.320427, 0.307023, 3.128648], [-4.809857, -0.923664, 1.947534], [4.608087, -2.284100, -1.029109], [4.909435, -2.462487, -2.446216], [3.817021, -2.141836, -3.577209], [2.651295, -1.408912, -2.956432], [4.579601, -1.445399, -4.766739], [4.154373, -0.230455, -5.339094], [3.456646, -3.494555, -4.158663], [3.061250, -4.633122, -3.327636], [4.968790, -1.253961, -0.653920], [5.081706, -3.104983, -0.543507], [3.547101, -2.319471, -0.944145], [3.317062, 0.136439, -4.825134], [3.972949, -0.396565, -6.404825], [4.992781, 0.496180, -5.224907], [2.596919, -4.293679, -2.469703], [3.886317, -5.155855, -3.067052], [2.415794, -5.152531, -3.965169], [-0.200153, -2.209431, 5.219988], [-1.160782, -1.183953, 4.972408], [-0.764879, 0.086343, 4.151619], [-0.370401, -0.152941, 2.777704], [-2.144575, 0.954411, 4.174956], [-2.777659, 1.274182, 5.417318], [0.323199, 0.765188, 5.108677], [1.250327, 1.788874, 4.784133], [-0.738352, -2.901683, 5.888686], [0.716880, -1.767033, 5.621192], [0.102178, -2.745165, 4.373487], [-2.150095, 1.869873, 6.018846], [-3.124052, 0.347536, 5.901650], [-3.678354, 1.832687, 5.108039], [0.959505, 2.731551, 5.275896], [1.242209, 1.928206, 3.702592], [2.201598, 1.574914, 5.275254], [2.228146, -0.233621, 0.916704], [2.460420, -0.805462, 2.255600], [3.084065, -2.182344, 2.570745], [2.784573, -2.582867, 3.959918], [2.531300, -3.239854, 1.422601], [2.497470, -4.614682, 1.635318], [4.597373, -1.991689, 2.171929], [5.614855, -2.859849, 2.576243], [2.201146, -1.080836, 0.218357], [3.129329, 0.365009, 0.697727], [1.436941, 0.455732, 1.054724], [1.962754, -5.050169, 0.733868], [1.939472, -4.909780, 2.532502], [3.562583, -4.958986, 1.666905], [6.392225, -2.309973, 3.047457], [5.965746, -3.453553, 1.725843], [5.214075, -3.464291, 3.412231], [-3.305359, -2.394317, -1.902049], [-4.132048, -1.629201, -2.570648], [-3.874793, -1.197225, -3.867554], [-4.770824, -0.390636, -4.527010], [-6.004227, -0.108127, -3.919258], [-6.269710, -0.600918, -2.674556], [-5.351899, -1.319013, -1.950904], [-3.007997, -1.586731, -4.394877], [-4.516657, -0.051963, -5.545985], [-6.701452, 0.549662, -4.352526], [-7.091480, -0.170493, -2.110738], [-5.527449, -1.555413, -0.884450], [-0.843473, 5.786089, -3.078418], [-0.464086, 4.483449, -3.456792], [0.181476, 4.344579, -4.642113], [0.722764, 3.112838, -5.023153], [0.571229, 2.057679, -4.147639], [-0.132861, 2.261640, -2.982769], [-0.601893, 3.465178, -2.583289], [0.286804, 5.166737, -5.329116], [1.400711, 3.022536, -5.865199], [1.027306, 1.092667, -4.307827], [-0.227567, 1.404645, -2.340271], [-1.062171, 3.556597, -1.621955], [-1.405333, 0.313835, -0.141139], [-0.983899, -0.964943, -0.276580], [-0.136441, -1.336918, -1.309805], [0.190480, -2.646185, -1.330989], [-0.393253, -3.678710, -0.565688], [-1.204729, -3.250653, 0.503594], [-1.530904, -1.895996, 0.548230], [0.347251, -0.572438, -1.866011], [0.904492, -3.000358, -2.090563], [-0.098220, -4.711392, -0.868394], [-1.571277, -3.884972, 1.316752], [-2.188514, -1.532874, 1.374184]],
  "forces_ev_per_angstrom": [[-1.1245, 1.7948, -0.5494], [1.2217, 0.5127, 0.9329], [-1.7176, 0.0884, 0.7347], [-0.3613, -0.1562, -1.6431], [0.7177, 1.1613, -1.0705], [0.0436, -1.8529, 0.2249], [0.7357, -0.6643, 1.9299], [0.7741, -1.1197, -0.2766], [0.5922, -0.3139, 0.2567], [-0.0410, -0.1010, -0.6484], [0.3097, -0.7946, 0.1243], [-0.6992, 0.7369, -0.1133], [0.0156, -0.0089, 0.4781], [0.1575, 0.1534, -0.1585], [-0.3421, 0.0826, 0.7554], [0.1309, 1.0674, -0.7769], [-0.5079, -0.4850, -0.2007], [-0.1586, -0.6934, 1.4963], [0.3645, -0.0047, -0.9438], [0.4714, 1.5068, -0.5071], [-0.2065, 0.0756, 1.1888], [-0.1485, -1.3724, -0.3397], [-0.9121, 1.5368, 0.1042], [0.1533, 0.0252, -0.5415], [0.4191, -0.7129, -0.4885], [-0.0143, -0.7274, -1.4100], [-0.2792, 0.0456, -0.1348], [-0.0979, 0.9494, 0.7787], [-0.0345, -0.4773, -0.4056], [0.6100, 0.3057, 0.6671], [0.7099, -0.5218, -0.0639], [0.0964, 0.0948, -0.0770], [-0.7596, -0.2093, 0.2308], [-0.0066, 0.4689, 0.4806], [-0.1704, 0.5861, -1.2885], [0.5206, -0.8254, -0.3695], [-1.0191, 2.8263, -0.5309], [0.1324, -0.7401, -0.5579], [0.6435, -1.7732, 1.1444], [-0.6643, 1.2140, 0.1677], [0.7694, 0.1436, 0.9620], [1.0603, -0.0322, 1.3491], [0.3879, 0.2635, -0.2667], [-0.0307, 0.3073, 0.8136], [-0.8587, -0.4684, 0.0466], [-0.0746, -0.7970, -0.0603], [-0.2374, 0.0440, -0.1874], [0.9424, -0.2622, 0.4636], [-1.9661, -0.5071, -0.0296], [-0.0247, 1.0420, -1.2710], [0.4833, -1.0437, -0.3525], [1.3850, 0.2668, -3.0074], [-0.0489, 0.8818, 0.8587], [-1.1287, -0.7318, -0.8608], [-0.6862, -0.1326, -0.3270], [-0.1584, 0.7928, 1.2356], [1.0352, -0.9031, -1.3659], [1.3665, -1.8981, 0.4737], [-0.7025, 1.6981, -1.4528], [-0.9389, 0.4027, 2.0628], [0.1860, -0.0959, 0.0550], [-0.5627, 0.1202, 0.7169], [-0.7734, 0.0548, 0.4635], [0.6574, -0.1524, 0.3728], [-0.2447, 0.7468, -0.5039], [0.3176, -0.3175, 0.6971], [-0.0497, -0.1548, 0.8275], [0.3875, -0.4630, -0.2834], [0.5168, 2.0319, -0.9730], [0.1883, 0.2661, -0.3440], [-0.9105, 2.8197, 2.8477], [1.4703, -0.6188, -1.2395], [0.1075, -1.2407, 0.7915], [1.8087, 0.8404, -0.8693], [-0.2451, -2.5129, -1.0089], [-0.4939, 2.5088, -2.1042], [-0.3458, -1.7360, -0.6199], [0.3744, -0.3753, 0.5720], [-0.7553, -0.0819, 0.5024], [-1.2850, 0.6145, 0.5100], [-0.1442, 0.0477, 0.2185], [-0.6607, -0.4239, -0.1225], [-1.2488, 0.6949, 1.7524], [2.6872, -1.7577, 0.5830], [-0.9957, -1.0877, -0.5625], [-0.3046, 0.1968, 1.7046], [-0.3586, 0.1967, 0.0473], [-0.6376, 0.9201, 0.4750], [0.5010, 0.2782, -0.8789], [1.5124, -0.6142, 0.1841], [-1.6416, -0.8391, -1.2490], [-1.1138, -0.7829, 0.2853], [-0.2596, 0.9485, 0.2385], [0.6729, 0.3091, 0.0009], [-0.2634, -0.2423, 0.3922], [0.0862, -0.5527, -1.6774], [0.7051, 0.6046, 0.8806], [0.3446, 0.3603, 0.0950], [0.3909, -0.0366, 0.3943], [-0.3831, -0.2613, -0.4699], [0.6284, 0.0643, 0.2458], [0.1059, -0.5442, -0.6491], [2.5243, -0.8781, 0.9118], [-0.3269, 0.3591, -0.9297], [-1.4532, -1.2132, 0.2632], [0.6385, -0.2942, -0.7879], [0.1207, 2.6502, 0.9200], [0.2675, -1.3495, -0.9449], [-0.1556, 1.0315, -0.6063], [-0.6185, -1.3637, 1.0295], [-0.8278, 0.6965, -0.0394], [-0.2928, -0.2779, -0.0006], [-1.2314, 0.0653, -0.3375], [0.7480, 0.3605, 1.0622], [0.2755, 0.1836, -0.0560], [-0.9473, -0.3339, 0.0947], [0.9030, 0.6958, -0.0874], [0.0209, 0.0251, 0.3044], [0.2882, -0.3405, -0.5840], [1.3640, -0.7867, 0.3157], [-2.4649, 0.7766, -0.3721], [0.9091, -0.9036, 0.2673], [-0.9289, 0.1496, -0.5393], [1.4411, -0.2291, -0.7129], [-0.5724, 0.9890, 1.3420], [1.1466, -0.5762, 0.4147], [0.1599, 0.2889, 0.2620], [-0.3014, -0.0982, 0.6691], [-0.6967, 0.6344, -0.6999], [-0.3066, -0.3875, -0.2260], [0.1618, 0.0179, -0.8095], [0.2084, -1.6367, -0.4636], [-0.1652, 2.8823, 0.3444], [0.6156, -0.1921, -1.7613], [0.3689, 0.2420, 0.6842], [0.0899, -0.0384, -0.3494], [0.6399, -1.9571, 0.2057], [-0.9298, 0.0134, 0.8900], [-0.0200, 0.4012, 0.1275], [-0.4050, 0.1149, -0.1994], [-0.0040, -0.1065, -0.2096], [-0.1848, -0.0544, 0.4049], [-0.2544, 0.3176, 0.2887], [0.4006, -0.1958, -0.2316], [-0.6235, -0.2172, -0.8930], [-0.3913, 1.3883, 1.7964], [0.6327, -3.0089, -1.7189], [0.4311, 0.8370, 0.3368], [0.3592, -0.2898, -0.7914], [-0.9475, -0.0090, 2.4304], [0.4293, 0.1869, -0.7625], [-0.3609, 0.5019, 0.2450], [-0.4529, 0.8171, 0.8755], [0.0142, -0.0026, -0.5801], [0.6047, -0.3628, -0.7741]],
  "lowdin_charge": [-0.06, -0.24, 0.41, -0.26, -0.22, -0.06, -0.24, -0.05, 0.09, 0.07, 0.04, 0.07, 0.09, 0.09, 0.07, 0.07, 0.10, -0.07, -0.23, 0.32, -0.21, -0.20, -0.07, -0.24, -0.06, 0.10, 0.06, 0.08, 0.10, 0.07, 0.05, 0.09, 0.09, 0.08, -0.10, -0.21, 0.31, -0.23, -0.21, -0.03, -0.19, -0.10, 0.10, 0.11, 0.06, 0.09, 0.09, 0.10, 0.07, 0.06, 0.10, -0.06, -0.17, 0.27, -0.21, -0.17, -0.11, -0.24, -0.01, 0.07, 0.09, 0.07, 0.05, 0.07, 0.09, 0.10, 0.06, 0.06, -0.07, -0.21, 0.37, -0.26, -0.18, -0.08, -0.17, 0.00, 0.12, 0.07, 0.04, 0.04, 0.10, 0.10, 0.05, 0.06, 0.09, -0.07, -0.21, 0.39, -0.19, -0.24, -0.09, -0.21, -0.08, 0.10, 0.09, 0.05, 0.07, 0.10, 0.09, 0.09, 0.06, 0.09, -0.01, -0.19, 0.39, -0.23, -0.26, -0.13, -0.22, -0.11, 0.08, 0.07, 0.07, 0.09, 0.09, 0.09, 0.08, 0.09, 0.10, 0.09, -0.30, -0.03, -0.08, -0.09, -0.12, -0.02, 0.12, 0.11, 0.09, 0.11, 0.13, 0.01, -0.25, -0.03, -0.06, -0.08, -0.08, -0.04, 0.12, 0.11, 0.10, 0.09, 0.11, 0.05, -0.28, -0.03, -0.11, -0.07, -0.06, -0.04, 0.09, 0.08, 0.11, 0.10, 0.12],
  "homo_energy_ha": -0.3192,
  "de_lowest_kcal_mol": 9.1,
  "orbital_gap_ev": 9.0761,
  "smiles": "COP(=O)(OC)OC.COP(=O)(OC)OC.COP(=O)(OC)OC.COP(=O)(OC)OC.COP(=O)(OC)OC.COP(=O)(OC)OC.COP(=O)(OC)OC.Fc1ccccc1.Fc1ccccc1.Fc1ccccc1"
}



{
  "formula": "C5H13NO",
  "method": "ωB97M-V with the def2-TZVPD basis set",
  "species": ["C", "O", "C", "C", "C", "C", "N", "H", "H", "H", "H", "H", "H", "H", "H", "H", "H", "H", "H", "H"],
  "xyz": [[-0.187566, 0.944117, 2.080939], [-1.227535, 0.506532, 2.994701], [0.428473, -0.233309, 1.374562], [1.194423, 0.391062, 0.145278], [0.315729, 0.359122, -1.141909], [-0.233352, -1.010038, -1.534249], [-1.147293, -0.905845, -2.678669], [0.647113, 1.388755, 2.631646], [-0.673050, 1.790565, 1.472701], [-1.320002, -0.476335, 3.095996], [-0.424907, -0.852498, 1.148218], [0.817408, -0.902921, 2.053985], [1.979931, -0.311271, -0.038703], [1.809045, 1.346514, 0.254988], [0.957737, 0.767914, -2.028007], [-0.264304, 1.250285, -1.164423], [-0.798974, -1.524719, -0.793395], [0.699592, -1.578074, -1.755120], [-0.736774, -0.856129, -3.550432], [-1.835694, -0.093725, -2.568107]],
  "forces_ev_per_angstrom": [[-0.9902, 0.2418, 1.1653], [-0.0448, -0.4703, 0.2903], [-2.0140, 3.2179, -2.1156], [0.4259, -1.6091, -0.3918], [2.7757, 1.4730, -0.6275], [0.4559, 1.3288, -1.2622], [-2.2786, 0.8286, 2.0293], [-0.3115, 0.3819, 0.3715], [0.8383, -1.5848, 0.3526], [0.6006, 1.4780, -0.4853], [-0.4955, -0.0682, -1.4815], [2.4376, -0.8083, 1.5934], [0.8251, -0.6109, -0.3662], [-1.5096, -0.8929, 0.4681], [-0.3446, -1.3276, 1.2204], [-2.0308, 0.1612, 0.5532], [-0.0615, -0.2083, 0.9645], [-0.9788, -0.1492, -0.1706], [1.1583, 0.2814, -1.9413], [1.5424, -1.6630, -0.1666]],
  "lowdin_charge": [-0.27, -0.11, -0.19, -0.18, -0.23, -0.28, -0.02, 0.11, 0.14, 0.10, 0.09, 0.09, 0.08, 0.14, 0.14, 0.08, 0.08, 0.13, 0.02, 0.11],
  "homo_energy_ha": -0.3348,
  "de_lowest_kcal_mol": 59.3,
  "orbital_gap_ev": 10.1200,
  "smiles": "NCCCCCO"
}



| no. | DFT total energy (Eh) | LUMO (eV) |
| --- | --- | --- |
| 1 | -6329.19451 | 0.4 |
| 2 | -328.22442 | 1.0 |